The following is a DFT calculation (ωB97M-V/def2-TZVPD) of C19H31NSiTl as an isolated structure.

Geometry as XYZ:
```
53
Properties=species:S:1:pos:R:3:forces:R:3
Tl 0.000 0.939 0.488 0.039 -0.049 0.014
N 0.021 -1.439 7.577 0.003 0.003 -0.003
C 0.013 -1.114 6.477 -0.009 -0.003 -0.017
C 0.002 -0.705 5.096 0.008 -0.013 0.031
C 0.550 -1.541 4.125 0.000 -0.008 0.022
C 0.547 -1.146 2.799 -0.021 0.007 -0.069
C -0.005 0.082 2.434 -0.050 0.013 0.213
C -0.556 0.910 3.416 -0.010 -0.059 0.076
C -0.555 0.521 4.746 0.000 -0.011 -0.020
H 0.975 -2.491 4.417 0.000 -0.001 -0.011
H 0.973 -1.811 2.058 0.018 0.011 -0.004
H -1.002 1.868 3.166 0.026 -0.009 -0.016
H -0.980 1.156 5.511 -0.001 0.006 -0.007
C 2.031 1.064 -3.029 0.012 -0.042 -0.003
C 0.525 1.364 -3.051 0.014 0.087 -0.085
C 0.195 2.113 -4.357 0.017 -0.037 -0.023
C -0.192 0.005 -3.063 -0.012 -0.017 0.034
Si 0.004 2.450 -1.575 0.014 -0.009 0.001
C -1.809 3.055 -1.570 0.024 0.099 -0.159
C -1.884 4.361 -2.387 -0.087 0.002 0.002
C -2.749 2.028 -2.218 -0.025 -0.024 0.022
C -2.357 3.324 -0.160 -0.008 -0.020 0.049
C 1.299 3.724 -0.969 -0.022 0.108 -0.177
C 1.709 4.597 -2.173 0.023 0.069 0.057
C 2.565 3.075 -0.388 0.025 -0.028 0.029
C 0.735 4.644 0.122 0.016 -0.021 0.050
H 2.267 0.413 -3.875 0.005 -0.002 0.006
H 2.336 0.534 -2.122 -0.003 0.006 -0.004
H 2.649 1.955 -3.128 -0.022 0.014 -0.003
H 0.537 1.518 -5.208 0.004 -0.008 0.014
H 0.692 3.083 -4.422 0.002 -0.004 0.014
H -0.875 2.274 -4.486 0.012 -0.004 -0.009
H 0.143 -0.556 -3.939 -0.008 -0.019 0.009
H -1.276 0.078 -3.120 0.005 0.021 0.009
H 0.065 -0.600 -2.187 0.007 -0.001 -0.009
H -1.539 4.227 -3.414 0.007 -0.010 0.009
H -1.308 5.171 -1.941 -0.013 -0.006 0.010
H -2.925 4.694 -2.438 0.002 -0.011 0.004
H -2.519 1.839 -3.264 0.006 0.011 0.010
H -3.770 2.417 -2.176 -0.004 -0.012 0.002
H -2.748 1.070 -1.690 0.001 0.013 0.006
H -1.812 4.087 0.391 0.025 -0.016 -0.006
H -2.399 2.415 0.457 0.013 -0.013 -0.033
H -3.393 3.661 -0.246 0.006 0.028 0.009
H 2.192 4.023 -2.963 0.012 -0.008 0.013
H 2.424 5.354 -1.839 -0.002 -0.007 0.000
H 0.861 5.126 -2.610 0.003 -0.013 0.003
H 3.107 2.457 -1.099 -0.017 -0.011 -0.002
H 2.370 2.469 0.507 -0.051 0.010 -0.012
H 3.242 3.868 -0.059 0.017 -0.005 -0.024
H -0.127 5.223 -0.203 0.011 0.000 -0.019
H 1.513 5.356 0.412 -0.004 -0.004 0.018
H 0.456 4.097 1.030 -0.008 -0.006 -0.021
```
Forces are in eV/Å.

Results
Gap between HOMO and LUMO (eV): 8.58
E_HOMO (Ha): -0.468
Calculated total energy (hartree): -1259.0424
LUMO level (eV): -4.2
Total charge: +1